(1)
DFT (ωB97M-V/def2-TZVPD) results for a 2-piece molecular cluster, C9H17BFNO6 overall at a distorted geometry.

Positions of all 35 atoms, in Å:
C: -0.56275 -2.37299 0.38318
C: 0.14102 -2.44464 -0.98206
B: 0.04555 -1.13977 -1.85755
O: -0.10326 -1.26129 -3.20017
C: 0.14975 0.33431 -1.23817
C: -1.21586 0.92653 -0.90584
O: 1.12144 0.17238 -0.15555
C: 2.35741 0.25821 -0.75446
O: 3.31808 0.05312 -0.20274
O: 2.21209 0.63588 -2.06319
C: 0.95951 1.29833 -2.08015
C: 0.98246 2.78351 -1.74544
C: 1.21933 3.15581 -0.29850
F: 2.01953 3.32281 -2.45749
H: -0.30216 -3.26002 0.94462
H: -0.25333 -1.52944 0.98736
H: -1.64316 -2.36408 0.30218
H: 1.18583 -2.70429 -0.81662
H: -0.27821 -3.30164 -1.50626
H: -0.02441 -2.19983 -3.41217
H: -1.62780 1.45965 -1.75160
H: -1.91559 0.13095 -0.68318
H: -1.17201 1.62951 -0.08511
H: 0.46501 1.26419 -3.05066
H: 0.05864 3.24576 -2.07279
H: 0.34251 3.05508 0.32673
H: 2.02273 2.59875 0.16535
H: 1.51298 4.19785 -0.25548
C: -1.62342 -0.62736 4.47717
N: -1.51657 -1.78091 3.53911
O: -2.44006 -1.96759 2.76720
O: -0.50909 -2.45435 3.61689
H: -2.56509 -0.12177 4.29745
H: -1.57900 -1.02363 5.48713
H: -0.78209 0.03099 4.28081

Relative energy (zero: lowest compared OMol25 entry of this formula, charge and spin), eV: 3.234
Molar mass, g mol⁻¹: 265.046
HOMO, eV: -10.282
SMILES: CCB(O)[C@@]1(C)OC(=O)O[C@@H]1[C@@H](C)F.C[N+](=O)[O-]
Gap between HOMO and LUMO, eV: 10.4840
Max |F|, eV Å⁻¹: 6.46

---

(2)
DFT (ωB97M-V/def2-TZVPD) results for an isolated ion of composition C9H17BrN4 and charge +2 at a distorted geometry.

Positions of all 31 atoms, in Å:
C: -2.31342 0.84370 1.83503
C: -0.59901 0.03932 3.57771
C: -1.71173 1.64977 0.79871
C: 1.11977 -1.14247 -2.70479
C: -0.08254 -1.48541 -1.77408
C: 2.10358 -0.16050 -1.92507
C: -0.92916 -0.23831 -1.33375
C: 1.20452 1.11240 -1.62095
C: -0.29860 1.38951 0.33972
N: -1.62438 0.21113 2.76500
N: 0.13341 -1.06985 3.43887
N: -0.26714 0.82166 4.61167
N: 0.00416 0.82318 -0.78942
Br: 1.17485 2.23171 1.22817
H: -3.38195 0.90725 1.89314
H: -2.39967 1.74559 -0.03564
H: -1.67278 2.67750 1.26100
H: 1.45353 -2.07803 -3.00298
H: 0.83373 -0.62166 -3.61355
H: -0.91012 -2.10011 -2.25700
H: 0.25647 -2.01466 -0.79385
H: 2.65886 -0.81819 -1.21521
H: 2.84333 0.12172 -2.68225
H: -1.29851 0.24984 -2.19461
H: -1.56103 -0.61817 -0.58038
H: 1.79337 1.83199 -1.08668
H: 0.84066 1.44723 -2.50514
H: 0.40945 -1.52786 4.28351
H: -0.82393 1.50118 5.12245
H: 0.60280 0.66394 5.04862
H: -0.09517 -1.57591 2.63804

Net charge: +2
Molar mass, g mol⁻¹: 261.167
HOMO (alpha / beta), eV: -14.361 / -17.551
Gap between HOMO and LUMO (alpha / beta), eV: 6.7452 / 6.3401
Max |F|, eV Å⁻¹: 5.23
Spin multiplicity: 3

---

(3)
DFT (ωB97M-V/def2-TZVPD) results for a 3-piece molecular cluster, C9H17Cl4N4 overall at a distorted geometry.

Positions of all 34 atoms, in Å:
C: -2.03903 -2.08445 -1.99717
C: -0.78520 -1.99488 -1.45474
C: -0.38605 -0.66986 -0.74431
N: -0.30278 -0.78920 0.74106
N: 0.02812 -1.93005 1.36098
C: -0.01929 -1.62710 2.67165
N: -0.32216 -0.35301 2.93394
C: -0.51897 0.16319 1.66679
N: -0.88605 1.42416 1.38493
H: -2.90026 -1.80807 -1.36331
H: -2.14018 -2.37446 -3.05539
H: -0.01834 -2.78146 -1.50666
H: -1.09081 0.12605 -1.04418
H: 0.65435 -0.46078 -1.08423
H: 0.25995 -2.83918 0.97699
H: 0.18254 -2.39798 3.42436
H: -0.48004 1.96547 0.63492
H: -1.64899 1.79226 1.94371
Cl: 3.28881 -1.47569 -4.08311
C: 2.20112 -2.24796 -5.26561
C: 0.88970 -1.51139 -5.39410
Cl: -0.10631 -1.65748 -3.91507
H: 2.05102 -3.28225 -4.96053
H: 2.72045 -2.24712 -6.22325
H: 0.30663 -1.93202 -6.21332
H: 1.04249 -0.45243 -5.59423
Cl: -1.99315 4.46021 4.94103
C: -0.56093 3.43649 4.67645
C: 0.69638 4.24781 4.48093
Cl: 0.69030 5.15262 2.94291
H: -0.75752 2.79767 3.81862
H: -0.45736 2.80291 5.55720
H: 1.56137 3.58510 4.45402
H: 0.84018 4.96287 5.28875

Relative energy (zero: lowest compared OMol25 entry of this formula, charge and spin), eV: 0.000
Net charge: +1
Molar mass, g mol⁻¹: 323.075
HOMO, eV: -12.288
Gap between HOMO and LUMO, eV: 9.0482
Max |F|, eV Å⁻¹: 2.18

---

(4)
DFT (ωB97M-V/def2-TZVPD) results for a 2-piece molecular cluster, C9H17F3N2O overall at a distorted geometry.

Positions of all 32 atoms, in Å:
N: 1.69982 1.01312 -0.18013
C: 1.66975 -0.44106 -0.51178
C: 0.67685 -0.71186 -1.77524
C: -0.35574 -1.85972 -1.31730
C: -1.80203 -1.42084 -1.84714
C: -2.77915 -0.83985 -0.73169
C: -2.41285 0.64422 -0.29341
F: -2.14737 1.69276 -1.19160
C: -2.38500 0.93953 1.09174
F: -3.50004 0.52868 1.85237
F: -1.37368 1.63122 1.74473
C: -0.09830 -2.02710 0.25142
N: 1.09683 -1.16927 0.66937
H: 0.73536 1.37830 -0.16829
H: 2.18864 1.51103 -0.93173
H: 2.65581 -0.82321 -0.93940
H: 1.28125 -1.20276 -2.60041
H: 0.14751 0.25556 -2.04770
H: -0.20843 -2.90638 -1.72014
H: -2.31898 -2.35597 -2.26506
H: -1.72262 -0.70268 -2.73629
H: -3.81724 -0.77389 -1.21879
H: -2.86687 -1.50097 0.19373
H: 0.31487 -3.07309 0.46537
H: -0.93530 -1.86057 0.99305
H: 1.82607 -1.63622 1.23501
H: 0.65888 -0.50827 1.33420
C: 2.78771 3.26566 2.53979
O: 3.87228 3.94335 2.88883
H: 1.80118 3.69268 2.84021
H: 2.62028 3.09916 1.44704
H: 2.69054 2.21844 2.92920

Molar mass, g mol⁻¹: 226.242
HOMO, eV: -4.091
Gap between HOMO and LUMO, eV: 2.8370
Max |F|, eV Å⁻¹: 3.86